ORCA calculation (ωB97M-V/def2-TZVPD) on a 4-piece molecular cluster, C25H58FN4O10P overall at a distorted geometry.

Atoms and positions in Å:
C (8.63839, 1.16618, -2.26404)
C (8.87635, 2.71293, -1.77437)
O (8.11665, 3.72879, -2.51877)
C (6.72764, 3.31865, -2.77415)
C (5.72117, 4.56832, -3.19630)
F (6.29708, 5.71833, -3.93077)
C (4.55451, 3.74519, -4.04633)
C (3.62676, 3.32953, -2.74574)
P (2.11375, 2.17685, -3.00640)
N (2.11911, 1.04403, -1.62979)
O (2.50434, 1.21210, -4.40249)
O (3.39172, 4.68476, -2.14516)
C (4.77522, 5.25844, -2.04886)
O (5.04432, 6.22297, -1.14263)
H (9.49840, 0.46268, -1.86168)
H (7.62332, 0.76066, -1.80030)
H (8.53228, 1.04727, -3.42936)
H (10.02862, 2.94984, -1.97804)
H (8.73728, 2.73743, -0.61278)
H (6.76098, 2.61206, -3.73589)
H (6.34347, 2.71363, -1.83033)
H (3.94319, 4.62726, -4.54631)
H (4.88721, 2.91892, -4.80688)
H (4.15961, 2.79412, -1.82146)
H (2.37152, 1.50303, -0.72357)
H (1.24857, 0.47268, -1.56164)
H (3.39750, 0.74008, -4.24730)
C (-4.76114, -2.52218, -1.11698)
O (-3.81389, -3.01512, -2.05306)
C (-4.26571, -2.95211, -3.41402)
C (-3.52214, -1.85097, -4.18718)
N (-3.92681, -0.51466, -3.74405)
C (-3.04880, 0.56369, -4.21049)
C (-1.56060, 0.50790, -3.80807)
O (-1.31940, 0.72444, -2.41771)
C (-1.52087, -0.41841, -1.59938)
H (-4.44022, -2.82870, -0.11533)
H (-4.79740, -1.42820, -1.13487)
H (-5.75978, -2.93093, -1.29761)
H (-5.35346, -2.83506, -3.48482)
H (-4.01266, -3.91653, -3.86651)
H (-3.73517, -1.95490, -5.25831)
H (-2.45252, -2.01535, -4.03715)
H (-3.94394, -0.49052, -2.72832)
H (-3.46749, 1.49778, -3.81499)
H (-3.12118, 0.62557, -5.30373)
H (-1.05923, 1.33539, -4.32428)
H (-1.05764, -0.40113, -4.15521)
H (-1.24215, -1.34764, -2.10217)
H (-2.55541, -0.45522, -1.25917)
H (-0.89664, -0.31118, -0.70780)
C (-6.76507, -2.05164, 5.19760)
O (-8.07950, -2.46304, 4.85185)
C (-8.98177, -1.37009, 4.62452)
C (-9.30563, -1.22980, 3.12833)
N (-8.15084, -0.74150, 2.37077)
C (-8.28670, -0.87611, 0.91656)
C (-8.49885, -2.29085, 0.33925)
O (-7.36274, -3.14798, 0.45221)
C (-7.20779, -3.75679, 1.72567)
H (-6.22618, -2.92423, 5.58284)
H (-6.22406, -1.68757, 4.31829)
H (-6.77275, -1.28204, 5.97520)
H (-8.61045, -0.43045, 5.05010)
H (-9.90791, -1.62179, 5.15158)
H (-10.14042, -0.52903, 3.00357)
H (-9.63099, -2.21062, 2.77372)
H (-7.32166, -1.25338, 2.65893)
H (-7.36482, -0.47143, 0.47997)
H (-9.10467, -0.22656, 0.58002)
H (-8.67095, -2.17362, -0.73742)
H (-9.39832, -2.78066, 0.72768)
H (-8.16538, -3.99210, 2.19642)
H (-6.60261, -3.12098, 2.37132)
H (-6.65459, -4.69039, 1.58997)
C (6.64828, 1.69926, 4.53168)
O (6.97513, 0.60236, 3.69114)
C (6.72135, -0.67640, 4.29172)
C (5.50100, -1.35205, 3.64564)
N (4.25479, -0.67220, 4.00707)
C (3.09938, -1.06448, 3.19317)
C (3.18014, -0.83940, 1.66916)
O (3.16672, 0.53310, 1.27642)
C (4.42260, 1.18786, 1.37848)
H (7.09252, 2.60268, 4.09956)
H (5.56486, 1.84964, 4.57666)
H (7.04848, 1.56919, 5.54159)
H (6.62003, -0.61001, 5.38133)
H (7.60196, -1.29319, 4.08437)
H (5.44978, -2.39702, 3.97565)
H (5.66127, -1.34570, 2.56495)
H (4.38195, 0.33144, 3.91144)
H (2.24411, -0.49020, 3.57127)
H (2.87773, -2.12163, 3.38692)
H (2.27399, -1.27720, 1.23349)
H (4.01588, -1.37157, 1.20209)
H (5.26036, 0.52411, 1.15142)
H (4.53313, 1.62928, 2.36858)
H (4.43451, 2.01211, 0.65978)

Output
HOMO-LUMO gap   0.3190 hartree
SMILES   CCOC[C@@]1(F)C[C@H](P(N)O)OC1=O.COCCNCCOC.COCCNCCOC.COCCNCCOC
Energy above the lowest of the compared OMol25 structures with the same formula, charge and spin   5.6346 eV


ORCA calculation (ωB97M-V/def2-TZVPD) on C25H58LiN2O21P as an isolated structure at a distorted geometry.

Atoms and positions in Å:
C (2.86362, 5.24631, 1.82812)
N (1.89646, 4.11880, 1.89575)
C (1.85903, 3.39593, 3.23561)
C (0.50393, 4.67317, 1.68858)
C (2.10689, 2.94377, 0.94510)
C (2.40511, 3.34639, -0.53833)
O (1.33149, 2.96854, -1.35230)
H (2.60400, 5.94271, 2.67581)
H (2.80053, 5.89245, 0.96526)
H (3.83427, 4.64475, 1.81941)
H (2.68889, 3.20505, 3.60743)
H (1.09038, 2.69279, 3.42538)
H (1.70010, 4.36699, 3.92969)
H (0.51955, 5.33145, 0.86794)
H (0.41875, 5.37717, 2.58512)
H (-0.42013, 3.95961, 1.66900)
H (1.20056, 2.22397, 0.95598)
H (2.89425, 2.32345, 1.34965)
H (3.26642, 2.67066, -1.06968)
H (2.72435, 4.38617, -0.71293)
H (1.02463, 2.12111, -1.08755)
C (-2.20898, 4.19262, -1.00549)
N (-2.98213, 2.98458, -0.96690)
C (-2.96752, 2.49501, 0.44232)
C (-4.37565, 3.42013, -1.33911)
C (-2.44326, 1.98104, -2.05475)
C (-3.16175, 0.70151, -2.07247)
O (-2.51994, -0.22298, -2.93849)
H (-1.11962, 4.11931, -1.14782)
H (-2.05114, 4.76933, -0.21936)
H (-2.39741, 5.05941, -1.79009)
H (-1.84264, 2.56000, 0.71072)
H (-3.18740, 1.29280, 0.85402)
H (-3.27710, 3.34807, 1.31973)
H (-5.05995, 4.06962, -0.88154)
H (-5.15239, 2.56303, -1.31935)
H (-4.22755, 3.77875, -2.36913)
H (-1.40287, 1.58688, -1.69557)
H (-2.31390, 2.46678, -3.04884)
H (-4.20426, 0.79364, -2.32727)
H (-3.27622, 0.28241, -1.01386)
H (-1.85507, -0.62816, -2.38583)
Li (0.09188, -2.56377, -1.48120)
P (-0.11166, -0.49018, -0.06748)
O (0.79872, -1.54169, -0.02835)
O (-0.85566, -1.12077, -1.25212)
O (0.45340, 0.77944, -0.64198)
O (-1.01633, -0.36933, 1.00533)
C (0.66595, -4.47715, -5.55513)
O (0.61508, -3.03434, -5.73590)
C (0.89214, -2.25778, -4.62917)
O (0.87094, -2.85063, -3.45897)
O (1.19372, -0.94645, -4.76005)
C (1.30625, -0.16169, -3.61400)
H (1.53042, -4.94741, -5.14716)
H (0.76779, -4.85471, -6.54268)
H (-0.29044, -4.83014, -5.27436)
H (0.32069, -0.00477, -3.13746)
H (1.77904, 0.77154, -3.80878)
H (2.06253, -0.57868, -2.93489)
C (7.16803, 0.08314, -4.18735)
O (6.05563, -0.51080, -3.52625)
C (5.57565, 0.13718, -2.35593)
O (5.89628, 1.26249, -2.07834)
O (4.79741, -0.74563, -1.69314)
C (3.89612, -0.29310, -0.84267)
H (7.18891, 1.16475, -4.35303)
H (7.18178, -0.43631, -5.15488)
H (8.14829, -0.54081, -3.64502)
H (4.25590, -0.22270, 0.29767)
H (2.97497, -1.02994, -0.85516)
H (3.71820, 0.72766, -1.16676)
C (-0.59073, -3.49596, 2.67549)
O (-0.85418, -4.13238, 3.90716)
C (-1.32851, -3.38413, 4.89531)
O (-1.31555, -2.21670, 4.94819)
O (-1.60472, -4.07160, 5.97527)
C (-2.12507, -3.51797, 7.20423)
H (0.58504, -3.43463, 2.26614)
H (-1.06592, -2.37800, 2.64230)
H (-0.98949, -3.91566, 1.82389)
H (-2.18890, -4.28280, 7.92705)
H (-3.18239, -3.31943, 7.01885)
H (-1.69272, -2.87367, 7.71800)
C (-7.61034, 3.29697, 1.12251)
O (-6.61855, 2.41070, 1.59516)
C (-6.36235, 1.19349, 1.04701)
O (-6.97679, 0.84415, 0.00970)
O (-5.56971, 0.35095, 1.67963)
C (-4.93267, -0.68302, 0.95334)
H (-8.10498, 2.94679, 0.15587)
H (-7.05192, 4.27995, 1.11053)
H (-8.42386, 3.37568, 1.71800)
H (-3.85196, -0.63643, 0.98070)
H (-5.19208, -0.80831, -0.04029)
H (-5.02992, -1.59663, 1.39842)
C (2.52392, -3.94663, 0.33586)
O (3.11833, -4.75460, 1.33896)
C (3.18035, -6.06698, 1.08267)
O (2.99701, -6.54017, -0.00503)
O (3.39062, -6.90393, 2.13928)
C (3.53342, -8.35396, 1.94843)
H (3.09207, -4.00394, -0.55017)
H (2.42905, -2.82340, 0.56401)
H (1.66492, -4.37935, 0.02173)
H (2.55639, -8.60398, 1.64454)
H (3.94723, -8.69828, 2.82050)
H (4.42706, -8.43861, 1.11798)

Output
HOMO-LUMO gap   0.1975 hartree
Energy above the lowest of the compared OMol25 structures with the same formula, charge and spin   3.6229 eV


LUMO energy per entry: 0.28 -0.49 eV
DFT total energy per entry: -2399.6441 -3025.3482 Eh